{"formula": "C34H39AsBrMnN7O6", "method": "wB97M-V/def2-TZVPD", "homo_lumo_gap_ev": [7.5983, 7.4346], "e_lumo_ha": [-0.014, -0.014], "multiplicity": 2, "homo_ev": [-7.969, -7.810], "species": ["C", "O", "C", "H", "N", "C", "H", "C", "H", "H", "C", "H", "H", "C", "H", "As", "O", "H", "H", "C", "H", "C", "H", "H", "N", "C", "C", "O", "O", "N", "H", "H", "C", "N", "C", "H", "H", "C", "H", "C", "Br", "H", "H", "H", "C", "C", "H", "H", "H", "C", "H", "C", "C", "H", "C", "C", "H", "C", "H", "C", "O", "C", "H", "Mn", "H", "C", "H", "C", "C", "N", "H", "H", "C", "H", "H", "H", "H", "C", "C", "N", "H", "C", "C", "H", "C", "N", "H", "C", "O"], "coordinates": [[0.3826, 5.9291, -0.4924], [-1.1746, -1.8049, -0.9071], [-2.5081, -3.8967, -2.4050], [0.7204, -5.0085, 1.6958], [1.3577, 1.7399, -0.2925], [-1.4276, -5.4634, -0.8671], [-2.9962, -1.1391, 1.2633], [-0.5999, -5.7401, 0.1888], [2.2545, -3.3993, 1.6216], [1.0793, 2.5754, 0.2183], [0.1087, 0.0330, 3.4063], [1.5783, 1.5165, 6.0508], [2.0160, -1.8499, 2.4155], [4.5755, 2.6210, 3.6687], [-5.0188, -5.7957, -4.9323], [-1.5359, 0.7376, 0.4650], [1.8998, 0.4911, -3.4238], [-0.3352, -1.3603, -1.2758], [-3.9416, -0.9023, -4.9105], [2.9563, -1.6356, -0.4074], [3.7486, 2.0979, 5.3671], [-0.9508, -3.1131, -0.5847], [2.8207, 5.0439, -1.3557], [0.7917, 6.3559, -1.4071], [-2.7160, -2.6671, -2.9669], [1.4402, 5.1886, 0.2807], [-4.7913, -4.7382, -4.9284], [3.8229, -2.4756, -0.2584], [2.6897, -0.6796, 0.4450], [1.0746, -0.5701, -1.5369], [-5.5288, -1.8501, -6.5577], [-0.7392, -0.5683, 3.1115], [0.3001, 0.4251, 4.7180], [-3.1939, -4.8451, -2.9872], [1.5150, -2.7566, 2.0973], [1.3969, 2.6335, -2.2500], [-1.9546, 1.0045, -2.0558], [3.3891, 3.7505, 1.7236], [5.3300, 3.1374, 1.9394], [1.4117, 1.1761, 5.0358], [-0.3509, -7.5347, 0.7402], [-2.2680, -1.8263, -2.6463], [-2.7428, 0.0025, 2.6034], [4.5042, 3.7722, -0.1094], [-1.7080, 2.5864, 1.0748], [-2.9401, -0.0861, 1.5376], [1.0369, -3.2586, 2.9394], [-0.4384, 5.2666, -0.7783], [-1.1925, 3.2531, 0.3810], [3.5898, 4.0808, 0.3845], [2.0508, 3.9697, 3.3954], [0.9235, 1.8181, -1.7023], [2.3343, 1.4818, 4.0399], [-2.7535, 2.8858, 1.1395], [2.2152, 4.1656, 2.3465], [-1.6049, -4.1356, -1.2648], [-1.9475, -6.2406, -1.4072], [1.3193, 0.4923, -2.3500], [-3.3373, 1.6035, -1.1134], [-3.6092, -2.8413, -3.9993], [5.6684, 2.6182, 4.1914], [-5.0616, -2.4973, -5.8270], [-0.1553, 1.9659, -1.7256], [0.8148, -0.0994, 0.4115], [2.7992, 1.1572, 1.9532], [-4.1790, -1.9584, -4.9117], [-0.4185, 0.1488, 5.4767], [2.0844, 1.0224, 2.7508], [2.0526, -1.6538, -1.6486], [4.4189, 3.0287, 2.3611], [2.3762, 1.7320, -0.2775], [-3.0742, -0.1392, -1.2970], [-2.5799, 0.8229, -1.1845], [-1.2402, 2.6839, 2.0555], [1.5869, -2.6399, -1.7219], [-0.0448, 6.7388, 0.0994], [-3.8926, 0.3966, 1.3193], [-0.1061, -3.4200, 0.4954], [-5.3639, -3.8698, -5.8349], [0.9717, 0.3399, 2.4379], [2.6779, -1.5323, -2.5335], [2.6347, 4.7962, -0.3173], [1.2583, 4.8634, 1.6216], [-6.0597, -4.2490, -6.5718], [0.0733, -4.7382, 0.8791], [3.4629, 2.2265, 4.4070], [0.3510, 5.1777, 2.1253], [-3.8983, -4.2122, -3.9947], [0.5147, -2.3620, 1.1398]], "forces_ev_per_a": [[0.01, 0.00, 0.00], [0.07, -0.12, -0.31], [0.03, 0.02, 0.07], [0.02, 0.00, 0.02], [-0.01, 0.28, 0.01], [-0.01, 0.00, -0.04], [-0.01, -0.01, 0.03], [0.04, 0.01, 0.06], [0.01, -0.02, 0.01], [0.02, 0.00, -0.03], [-0.05, -0.09, -0.09], [0.01, 0.00, 0.00], [-0.05, -0.08, -0.03], [0.01, 0.07, 0.06], [0.00, 0.00, 0.00], [-0.14, -0.04, -0.11], [-0.06, -0.01, 0.03], [-0.09, 0.07, 0.09], [0.00, 0.00, 0.00], [0.02, 0.10, 0.13], [-0.01, 0.01, 0.01], [-0.01, 0.02, 0.15], [0.00, 0.01, 0.00], [0.00, 0.00, 0.00], [-0.01, 0.02, -0.03], [0.00, 0.00, 0.00], [-0.01, -0.01, 0.00], [0.02, -0.02, -0.03], [0.11, -0.09, -0.08], [-0.03, -0.06, -0.01], [0.00, 0.00, 0.00], [-0.02, 0.00, 0.00], [-0.04, -0.01, 0.02], [-0.03, 0.01, -0.03], [0.05, 0.08, 0.04], [0.02, 0.00, 0.01], [0.00, -0.03, -0.02], [0.00, -0.01, 0.02], [-0.01, 0.00, -0.02], [0.01, 0.01, 0.03], [0.00, 0.00, 0.00], [-0.01, -0.01, 0.00], [0.01, 0.01, 0.02], [0.00, 0.00, 0.00], [0.05, 0.01, 0.02], [0.00, -0.01, 0.00], [0.00, 0.00, 0.03], [0.00, 0.00, 0.00], [0.00, 0.00, 0.01], [-0.02, 0.01, -0.02], [-0.01, 0.01, 0.00], [-0.01, 0.05, 0.04], [0.02, -0.01, -0.06], [-0.01, -0.01, 0.00], [0.00, -0.01, 0.00], [-0.08, -0.02, 0.00], [0.00, 0.00, 0.00], [0.05, -0.03, -0.06], [0.02, 0.01, 0.01], [0.03, 0.04, 0.01], [0.01, -0.03, -0.02], [0.01, -0.02, 0.00], [-0.02, 0.03, -0.01], [0.06, -0.34, 0.20], [0.01, 0.01, 0.00], [-0.01, 0.00, 0.00], [0.00, 0.00, -0.01], [-0.13, -0.05, 0.10], [0.03, 0.03, -0.02], [-0.01, -0.04, -0.01], [0.00, -0.04, 0.01], [-0.02, -0.01, -0.03], [-0.08, 0.06, 0.02], [0.00, 0.02, 0.00], [-0.02, 0.01, 0.02], [0.00, 0.00, 0.00], [0.00, -0.02, -0.01], [0.03, 0.11, 0.04], [0.00, 0.03, 0.00], [0.32, 0.31, 0.10], [-0.02, -0.03, -0.02], [0.00, -0.01, -0.01], [0.01, 0.02, -0.01], [0.00, 0.00, 0.00], [-0.01, 0.04, -0.03], [0.03, -0.01, -0.02], [0.00, 0.00, 0.00], [0.00, -0.04, 0.01], [-0.10, -0.14, -0.24]], "lowdin_charge": [-0.04, -0.08, -0.25, 0.10, -0.01, -0.07, 0.03, -0.67, 0.10, 0.06, -0.14, 0.12, 0.08, -0.51, 0.11, 1.12, 0.05, 0.06, 0.10, -0.61, 0.15, -0.19, 0.12, 0.08, 0.18, -0.30, -0.02, 0.05, -0.14, -0.09, 0.10, 0.09, -0.03, 0.17, -0.05, 0.12, 0.02, -0.25, 0.15, 0.00, 0.75, 0.13, 0.01, 0.12, -0.27, -0.27, 0.10, 0.07, 0.00, -0.03, 0.11, -0.13, -0.21, 0.03, -0.02, -0.05, 0.11, -0.51, 0.04, -0.19, 0.09, -0.10, 0.08, 0.41, 0.11, -0.03, 0.11, -0.05, -0.09, 0.15, 0.10, 0.02, -0.27, 0.02, 0.12, 0.08, 0.04, -0.18, -0.10, -0.02, 0.12, -0.05, -0.05, 0.10, -0.05, 0.14, 0.12, -0.23, -0.14]}